[1]
Entry from the Open Molecules 2025 dataset: C30H49BCsF6N7O5S2 as an isolated structure (the ωB97M-V functional and the def2-TZVPD basis).

The geometry in XYZ format:
```
101
Properties=species:S:1:pos:R:3
C 3.0837 2.4210 -2.4201
H -4.5258 2.8151 0.6885
H 0.6241 -2.2850 -5.0496
H -1.6050 -1.1587 -4.8794
C -3.5679 3.0805 -1.2097
H -2.5112 -5.2044 0.5395
H -0.1210 0.3288 2.0860
C -2.7961 -3.2827 2.5299
H -7.3413 -3.5293 -0.8277
H -0.8875 1.1353 -4.4158
C 5.2243 -1.3669 0.6028
C -1.2003 -1.9860 -2.9962
O 3.8123 0.2548 -4.0474
F 5.2538 1.6809 -2.8605
H -0.1561 0.6348 -2.8890
C -3.6497 -5.4747 3.3716
C 0.6706 -0.1760 2.6394
H -4.7170 -2.1610 -3.1831
H 0.0549 3.5177 -2.2520
C 1.1150 3.6394 -2.0440
N -2.3654 -2.6920 1.3862
F 5.8637 -0.3392 1.1910
H -3.3279 -5.2668 4.3941
H -0.5417 -3.9927 -3.7412
H -4.5144 -6.1431 3.4124
H -3.9226 -3.4492 -0.0273
H -4.8379 -3.1712 4.3757
H -2.1615 3.5513 1.0803
C -0.5654 -0.4746 4.8029
H -0.9526 -1.1831 5.5380
C -4.0011 -4.1736 2.6451
H 0.1830 0.1542 5.2914
C -1.0222 -2.0115 2.9179
C -1.9514 -2.8739 3.5418
O 3.2065 -2.1053 -0.7579
H -5.3831 -2.5187 2.8254
C 0.5252 -1.2566 -4.6953
N -3.8370 -1.2302 -0.1021
F 4.7368 -2.1441 1.5989
C -2.6514 -5.7166 -0.4122
F 3.5512 2.9137 -1.2333
Cs 0.8023 -1.0160 -0.9098
H -5.9868 0.9384 -1.2168
C -0.9705 0.4319 -3.5847
H 0.0109 -5.0552 0.0426
H -1.9942 -3.1468 4.5849
H -1.3930 0.1582 4.4741
H -3.6558 -5.4984 -0.7774
H -2.7877 2.6045 -1.8068
F 6.1515 -2.1025 -0.0428
B -3.0942 -2.5884 0.0277
H 0.8300 -1.8671 3.9647
N -2.1210 -2.7393 -1.1909
H 1.5130 4.4759 -2.6216
S 3.7682 0.6333 -2.6504
C -4.0424 0.9070 -0.0983
C -0.8580 -1.0066 -4.0884
H -5.9672 -3.4152 -3.0225
C -5.1649 0.3927 -0.7772
H -4.5020 3.0416 -1.7735
C -5.9186 -1.9813 -1.3905
O 1.7319 2.4153 -2.4347
H 1.3143 -1.0506 -3.9713
C -2.4126 2.4970 0.9420
C -1.5855 -5.2758 -1.4104
H -3.3001 4.1295 -1.0539
F 3.5206 3.2986 -3.3680
N -3.2594 -0.0804 0.2972
O 2.4555 0.0573 -2.1010
C -1.6102 -3.8257 -1.8231
C -6.6141 -2.8668 -0.3489
H -0.1264 -6.6917 -0.6382
H 1.3321 -0.6535 1.9233
N -1.2818 -1.9305 1.6251
H 0.6829 -0.5843 -5.5410
H -4.3435 -4.4264 1.6405
N -1.8638 -1.6289 -1.9090
C -5.2317 -2.8157 -2.4780
C -1.0143 -3.3768 -2.9914
H -2.5718 -6.7936 -0.2440
H -1.9243 0.5652 -3.0730
S 3.8089 -0.8097 -0.4939
C -5.1394 -3.4379 3.3606
H -5.8832 -3.4767 0.1822
C -0.1905 -5.6239 -0.8679
H -1.7332 -5.8495 -2.3314
H -1.5965 1.9997 0.4168
O 3.0910 0.0053 0.4672
H 1.2665 3.8212 -0.9799
H -2.5216 2.0235 1.9176
H -7.1369 -2.2479 0.3830
H -6.6943 -1.3835 -1.8790
H 0.5798 -5.3764 -1.5978
H -6.0371 -4.0613 3.4143
C 0.0486 -1.1943 3.5935
H -2.8377 -5.9938 2.8605
H -4.4861 -3.4834 -2.0460
N 4.7253 -0.1113 -1.5527
C -4.9923 -0.9760 -0.7630
C -3.6996 2.3524 0.1341
H 1.2552 0.5613 3.1929
```

Summary:
Energy relative to the best compared isomer or geometry (same formula, charge and spin) (kJ/mol): 123.9
E_HOMO (eV): -3.75
Kohn-Sham gap (Ha): 0.2740
Total charge: -2

=====

[2]
Entry from the Open Molecules 2025 dataset: a 6-piece molecular cluster, C30H49Br10F4N3S overall (the ωB97M-V functional and the def2-TZVPD basis).

The geometry in XYZ format:
```
97
Properties=species:S:1:pos:R:3
H -0.2088 1.2708 5.3327
H -0.5514 0.5553 -10.2381
H 7.4521 3.7601 -0.4228
H 2.6358 -7.5647 2.5659
H -0.4273 -3.0728 1.1420
H 7.0585 2.6207 1.7026
C 3.8501 -0.6321 0.4764
C 6.2333 2.6777 0.9869
H 3.2560 0.2627 0.9473
C -2.5618 0.4672 -9.3770
H -0.2471 2.0293 1.2977
C 3.1414 -2.1037 0.7739
F 0.5452 -5.0698 -2.0334
H 1.7688 -8.7076 3.6240
H -7.7805 4.4132 0.0825
C -2.3750 1.6711 -1.1930
H -0.2337 2.4542 -1.2073
C -5.8457 5.3348 -0.1448
H 0.0819 -7.0880 2.9156
H 6.3035 4.8002 0.4575
H 1.9590 2.7825 4.5563
Br 0.6691 -6.6871 0.5486
C -0.0008 1.5846 4.1999
H 1.0871 -3.8581 0.1591
C -1.8253 -1.7508 4.8452
H -0.5639 3.6457 4.9911
H 3.7016 -2.5400 1.7243
C 0.4938 -7.7668 2.1635
C -1.3919 -0.0809 -3.3268
S -1.3567 -0.3391 -5.8769
C 1.8329 -8.3063 2.6086
H -2.6861 2.2682 3.9884
H 5.1180 0.3319 -1.1577
H -2.4648 -0.4065 -8.7262
H 1.9465 1.6491 2.9751
H -1.6666 -0.5888 -11.0285
H 6.1120 1.7052 0.5011
Br -6.2178 2.7337 1.0022
H -1.5017 3.8492 -1.2073
H -0.4534 3.8929 1.0965
C -0.5418 -1.4922 -3.5888
Br -0.4692 -4.0934 3.9008
H 2.1012 0.1946 -1.4795
H 0.1661 3.7721 3.2592
H 2.2161 0.9290 4.7820
C 6.4503 3.8120 0.0130
F 0.8137 -4.2691 -4.2782
C 4.1431 -0.3425 -1.1115
H -2.7650 -1.2037 4.9629
H -3.6042 0.5651 -9.6927
H -0.2391 -8.5489 1.9467
H 1.4387 -2.1644 2.4310
C -2.0904 -3.2013 4.5165
Br -2.1670 1.9970 -8.2333
H -3.2287 1.4574 -0.4219
H -3.1012 3.7385 1.4221
H 4.9096 -0.6498 1.0238
H -2.6620 4.1450 3.7670
H 1.3362 -0.7643 1.1600
H -2.7947 -3.2855 3.6839
Br 5.2309 3.6830 -1.5039
C 1.5572 -1.9135 1.2699
C -0.0832 -2.0484 -0.8658
C -1.2714 2.7874 -0.7212
N -1.9345 0.6875 -4.5417
C -2.3682 2.8834 1.8180
Br -0.9161 -1.5706 6.5613
H 3.1978 -2.8333 -0.1469
H -2.4688 -3.7770 5.3661
C -2.1358 3.1591 3.4149
N 3.0562 0.4238 -1.8323
Br 2.3900 -9.8129 1.5027
F -1.1686 -0.3192 0.8629
C -0.9474 -0.6789 -0.5567
H -5.4078 4.7707 -0.9733
H -1.2057 -1.2430 4.1008
Br -4.3691 5.9313 0.9810
C 1.6604 1.7190 4.1075
C -0.5758 3.1293 3.9146
H -2.9124 2.1163 -2.1615
Br -2.0186 1.6925 -11.9113
H -7.0921 4.9916 1.6213
H 3.2322 1.4528 -1.8608
C -1.5909 0.3824 -10.5313
F 2.4219 -3.6706 -2.6202
N -0.5206 -1.6902 -5.1158
C -6.8560 4.5433 0.6522
C 0.9602 -3.8919 -2.8369
C -1.5823 0.3180 -1.7210
C 0.5068 -2.8787 0.4309
C -1.0094 2.8541 0.9039
H -2.9710 1.8660 1.7046
H 4.3497 -1.3647 -1.6497
H -6.2951 6.2529 -0.5338
H -0.4415 0.7894 3.4635
C 0.1402 -2.5080 -2.4531
Br 4.6407 2.9744 2.0727
```

Summary:
SMILES string: CCCCCCCCc1c(F)c(CCCCCN)c(C(F)(F)F)c2nsnc12.BrCCBr.BrCCBr.BrCCBr.BrCCBr.BrCCBr
E_HOMO (eV): -8.69
Kohn-Sham gap (Ha): 0.2510

=====

[3]
Entry from the Open Molecules 2025 dataset: C30H49Cl2CrGeN5O4Se as an isolated structure (the ωB97M-V functional and the def2-TZVPD basis).

The geometry in XYZ format:
```
93
Properties=species:S:1:pos:R:3
H 3.9549 2.8455 -3.1333
H 0.9760 -4.5159 -2.4415
H 2.1321 -6.7499 0.7232
H -6.2632 -2.9435 0.9950
H -4.4875 1.5939 -0.2005
H 2.4208 1.2436 -4.2549
H -0.7871 -1.1214 2.1574
C 2.3145 5.9750 0.5443
H 2.2804 -1.2768 -1.1950
H 0.2986 -6.0031 -2.6302
H 0.0635 1.1156 -3.5304
O 0.3378 -4.2587 1.1785
C 2.1017 8.2571 -0.1222
H 0.4452 0.9663 1.0881
C 0.7524 1.7753 -3.0152
H 2.5538 -2.3682 1.2745
Cl 3.2099 4.7591 1.4257
C 1.2711 -1.1385 2.5069
N 0.0417 -1.5537 1.7463
C -2.8271 -3.9428 0.3805
H 1.3220 -1.7870 3.3823
H -1.7597 2.0070 -2.3947
C 0.5660 -4.2615 -0.0158
C 2.5387 -1.3526 1.6798
H 3.7990 -7.2215 -1.3440
H -5.7446 -2.6128 -0.6772
H 3.6607 7.5159 1.1631
C 1.2331 1.2349 1.7783
C -1.1873 2.4205 -1.5637
O -1.5404 1.7745 0.7388
O 0.5625 -3.2129 -0.7893
C -5.0203 0.7196 -0.5779
H 2.9645 -5.3616 0.0250
Ge -5.2396 -0.6061 0.8330
H -3.8976 -4.0621 0.5308
C -6.1999 -2.1826 0.2166
H 3.7619 -0.4236 0.1886
H 2.6485 1.8099 0.2379
N 0.9094 2.6428 2.1484
H 1.6878 0.2354 -1.1495
N 0.6903 4.2660 -0.2423
H -1.6614 3.3582 -1.2774
H 0.1099 -6.2944 -0.4467
C 1.1931 5.6178 -0.1981
H -3.2492 -1.8045 2.1109
C 2.7427 -0.3273 0.5645
C 0.9184 -5.5967 -0.6609
H 3.3948 1.3261 1.7557
H -6.9478 0.4823 2.3395
C -3.3413 -1.1633 1.2327
C -5.9296 0.1247 2.4920
H 1.9478 0.5132 3.6879
Cr -0.1314 -1.4200 -0.2670
H 3.1261 4.2750 -1.3262
H -2.7466 -0.2570 1.3620
H -0.0525 -2.5746 1.8538
C 2.0739 1.8460 -3.4260
N 1.8105 -0.6112 -0.5841
C 2.5706 1.1059 1.0711
Se -2.5648 -2.1337 -0.2710
Cl -0.8686 6.2243 -1.8300
H -5.9911 1.0487 -0.9472
H -2.4966 -4.6310 -0.3935
H 2.2941 -6.6081 -3.5197
O -0.8222 0.2512 -0.7201
H -0.3240 4.3305 -0.2788
C 0.9761 7.9396 -0.8649
H -5.9534 -0.6341 3.2737
H 1.5504 3.0306 2.8426
C 1.1382 3.4646 -1.3532
H 2.1955 -7.9412 -1.4423
C 2.4613 3.5552 -1.7812
H -5.3244 0.9648 2.8320
C 1.1429 0.3072 2.9768
C 2.2611 -6.1704 -0.1866
H 3.1014 -5.2797 -2.6635
C 2.7360 -6.9950 -1.3803
C 2.7799 7.2770 0.5843
C 2.9290 2.7473 -2.8042
C 0.5377 6.6282 -0.9007
H 3.3890 -1.2861 2.3614
C 0.2620 2.5725 -1.9806
H 0.1984 0.4439 3.5120
H 2.4551 9.2783 -0.0931
N 1.0553 -5.4989 -2.1701
H -7.2188 -1.8982 -0.0470
H -0.0481 2.6852 2.5073
H -2.2822 -4.1083 1.3044
H 0.9375 3.2831 1.2898
H 0.4406 8.6981 -1.4180
C 2.3988 -6.1047 -2.5628
H -4.4713 0.3011 -1.4241
C -1.2473 1.4575 -0.4009
```

Summary:
Multiplicity: 4
Expectation value of S²: 3.8010
Energy relative to the best compared isomer or geometry (same formula, charge and spin) (kJ/mol): 0.0
E_HOMO (spin up / spin down) (eV): -15.40 / -15.40
Kohn-Sham gap (spin up / spin down) (Ha): 0.2368 / 0.2801
Total charge: +3

=====

[4]
Entry from the Open Molecules 2025 dataset: C30H49Cl3EuN3O4Si as an isolated structure (the ωB97M-V functional and the def2-TZVPD basis).

The geometry in XYZ format:
```
91
Properties=species:S:1:pos:R:3
C 1.5088 0.7319 -7.3971
H 2.2434 0.8790 5.4819
H -1.9202 -3.5255 -2.9853
H -2.2656 -0.2277 -3.8063
H -2.9003 4.9919 -3.4441
N -0.9475 4.3312 -3.2835
C 3.0665 -2.1359 -5.1669
H -0.4154 -3.9495 -3.8069
H 2.2049 2.3584 -0.3218
H -0.6096 -0.6710 3.3537
H -0.5227 1.4728 -5.2477
C 2.7122 -1.3685 -6.4025
C 0.5154 0.8139 -9.6398
C 1.7133 2.1093 3.7910
C 0.8696 2.1653 -9.7458
H 3.2482 0.7956 -0.3534
C -2.1353 -1.0836 -4.4796
H 4.4276 -3.4273 -7.7538
O 1.6009 0.1712 -4.8555
H -2.7238 3.4313 -2.5695
H -3.1822 1.3698 2.0600
C 3.2032 0.2886 2.2639
H 1.8516 3.8355 -8.7172
C 0.5109 -2.8092 -1.5672
H -3.7432 0.1856 -7.4822
H -1.1304 -4.3427 0.2249
C -0.4028 5.6082 -3.7655
C -1.0226 -4.1570 -2.9061
H 1.1364 2.8205 4.3833
H 3.5656 -0.7259 4.1147
O 0.6737 -1.9493 -2.4700
Eu 0.9405 0.4778 -2.7376
N -0.2613 -3.8842 -1.6754
H 3.0335 0.6410 -5.9265
H 0.8945 3.4357 -2.8447
H 2.4170 -3.0129 -5.0235
H -2.2214 0.4981 -8.4556
N -1.3308 0.4812 1.7471
H -1.2090 6.3430 -3.7228
C -0.4200 -4.7520 -0.5087
O -0.4533 0.1371 -0.3706
C 1.8158 2.0836 -7.4940
H 0.6655 2.7068 -10.6774
C -2.7813 -0.2458 -7.8344
C -1.2494 0.1973 3.1783
H 3.3134 -3.3470 -9.0764
H -2.8738 -1.1615 -8.4150
C 2.1534 0.0370 -6.1367
H -0.7396 1.7328 -6.9419
H -2.1294 1.8611 -5.8843
C -0.4878 -0.0832 0.8546
C -2.3418 1.4551 1.3605
H -0.8018 -5.7112 -0.8618
C 1.5512 2.7862 -8.6719
H 4.0936 -2.4974 -5.2540
H 2.8057 -4.0872 -7.5194
H -1.2089 -1.5572 -4.0799
H -2.6765 1.2523 0.3443
H -0.0459 5.5380 -4.8035
C -0.1991 3.2813 -2.9695
C -1.2188 1.2561 -6.0645
O -0.7174 2.1490 -2.8161
C -2.3813 4.0413 -3.4120
C 3.0829 0.1192 3.6320
Cl -0.6343 -2.1206 -6.7097
C 3.3733 -3.2494 -7.9797
H -2.6044 3.4819 -4.3313
H 0.6833 -0.9732 -8.4151
H -0.8317 1.0461 3.7359
C 2.9191 -1.8564 -7.6325
C 2.6174 1.4955 0.2069
Cl 0.8536 3.4773 1.6551
C 0.8449 0.1029 -8.4746
Cl 3.0598 1.9608 -3.2246
H 0.2159 -0.7974 1.3338
H 1.0683 -2.7213 -0.6171
H 2.7690 -1.2374 -8.5331
H 2.9541 -1.5090 -4.2818
C 1.7854 2.2726 2.4215
H -0.0024 0.3032 -10.4678
H 0.4375 5.9425 -3.1437
H 0.5700 -4.8551 -0.0173
H 2.3537 2.5281 -6.6366
H -2.2516 -0.0025 3.5854
C 2.3456 1.0220 4.4078
H -2.9316 -1.8270 -4.4065
C 2.5657 1.3875 1.5900
H 3.7598 -0.4303 1.6586
H -1.2946 -5.2188 -2.8211
H -1.9517 2.4790 1.4197
Si -1.9078 -0.5696 -6.2470
```

Summary:
Multiplicity: 8
Expectation value of S²: 15.7595
Energy relative to the best compared isomer or geometry (same formula, charge and spin) (kJ/mol): 370.2
E_HOMO (spin up / spin down) (eV): -2.14 / -2.15
Kohn-Sham gap (spin up / spin down) (Ha): 0.1526 / 0.1530
Total charge: -1